DFT (ωB97M-V with the def2-TZVPD basis set) results for a molecular structure, C70H50NO5P2SW in a non-equilibrium geometry.

CARTESIAN COORDINATES (ANGSTROEM)
W  -0.619  -0.811  0.431
O  -1.593  -0.076  3.449
S  -1.339  0.729  2.217
C  -0.274  2.022  2.842
C  -0.649  3.339  2.905
C  -0.002  4.261  3.769
C  0.959  3.792  4.617
C  1.742  4.452  5.730
C  2.645  3.324  6.311
C  2.351  2.112  5.457
C  2.857  0.840  5.461
C  2.412  -0.062  4.468
C  1.438  0.255  3.543
P  1.233  -0.808  2.086
C  0.589  -2.420  2.654
C  0.091  -2.595  3.948
C  -0.514  -3.786  4.304
C  -0.656  -4.813  3.375
C  -0.189  -4.644  2.084
C  0.435  -3.453  1.723
C  2.987  -1.022  1.617
C  3.825  0.092  1.657
C  5.159  -0.018  1.298
C  5.670  -1.235  0.872
C  4.838  -2.341  0.808
C  3.505  -2.236  1.179
C  0.833  1.538  3.599
C  1.360  2.443  4.518
C  -2.841  1.640  1.932
C  -3.574  1.841  3.079
C  -4.712  2.670  3.115
C  -5.061  3.328  1.972
C  -6.166  4.319  1.696
C  -6.005  4.689  0.197
C  -4.818  3.882  -0.274
C  -4.210  3.796  -1.492
C  -3.149  2.882  -1.636
C  -2.662  2.089  -0.615
P  -1.454  0.822  -1.129
C  -0.240  1.882  -1.991
C  0.568  2.687  -1.186
C  1.440  3.595  -1.757
C  1.546  3.683  -3.142
C  0.768  2.868  -3.945
C  -0.138  1.978  -3.372
C  -2.363  -0.092  -2.421
C  -1.632  -0.911  -3.284
C  -2.286  -1.718  -4.199
C  -3.675  -1.744  -4.242
C  -4.407  -0.957  -3.368
C  -3.754  -0.131  -2.461
C  -3.222  2.232  0.689
C  -4.320  3.110  0.792
H  -1.491  3.684  2.321
H  -0.324  5.293  3.781
H  1.068  4.855  6.486
H  2.332  5.289  5.355
H  2.403  3.121  7.355
H  3.702  3.587  6.278
H  3.620  0.529  6.161
H  2.899  -1.028  4.402
H  0.151  -1.786  4.662
H  -0.889  -3.913  5.311
H  -1.133  -5.741  3.662
H  -0.299  -5.435  1.354
H  0.810  -3.341  0.712
H  3.442  1.052  1.981
H  5.800  0.852  1.348
H  6.711  -1.320  0.592
H  5.226  -3.294  0.474
H  2.887  -3.119  1.144
H  -3.237  1.348  3.980
H  -5.262  2.790  4.038
H  -6.073  5.193  2.342
H  -7.142  3.880  1.902
H  -5.836  5.757  0.058
H  -6.894  4.433  -0.379
H  -4.535  4.384  -2.340
H  -2.711  2.774  -2.622
H  0.515  2.592  -0.104
H  2.048  4.229  -1.126
H  2.239  4.383  -3.590
H  0.854  2.923  -5.021
H  -0.762  1.371  -4.012
H  -0.550  -0.918  -3.230
H  -1.711  -2.334  -4.876
H  -4.183  -2.380  -4.953
H  -5.488  -0.979  -3.393
H  -4.336  0.484  -1.787
O  -2.425  -1.466  1.075
C  -3.134  -2.493  0.911
C  -2.862  -3.494  -0.037
C  -3.733  -4.606  -0.131
C  -3.498  -5.554  -1.070
C  -2.415  -5.455  -1.972
C  -1.565  -4.396  -1.899
C  -1.739  -3.380  -0.910
O  -0.886  -2.418  -0.859
N  -4.397  -6.717  -1.159
O  -5.292  -6.796  -0.347
O  -4.179  -7.514  -2.045
H  -4.019  -2.584  1.547
H  -4.579  -4.705  0.536
H  -2.283  -6.231  -2.713
H  -0.731  -4.299  -2.580
C  1.053  -0.605  -0.709
C  1.935  -0.584  -1.615
C  2.872  -0.599  -2.563
C  2.650  -1.422  -3.779
C  1.871  -2.578  -3.702
C  1.618  -3.336  -4.832
C  2.128  -2.947  -6.064
C  2.892  -1.792  -6.156
C  3.155  -1.038  -5.023
C  4.085  0.235  -2.448
C  4.008  1.494  -1.861
C  5.135  2.295  -1.764
C  6.362  1.830  -2.217
C  6.455  0.561  -2.777
C  5.323  -0.226  -2.904
H  1.480  -2.877  -2.736
H  1.028  -4.240  -4.756
H  1.936  -3.543  -6.946
H  3.283  -1.476  -7.113
H  3.732  -0.127  -5.108
H  3.048  1.841  -1.497
H  5.055  3.284  -1.333
H  7.243  2.451  -2.133
H  7.410  0.187  -3.120
H  5.399  -1.213  -3.339

HOMO-LUMO gap (alpha / beta)	5.470 / 5.468	eV
net charge	+1
spin multiplicity	1
DFT total energy	-4276.1458	Ha